C19H18FNO3 in the gas phase. Source: the Open Molecules 2025 dataset; level of theory: the ωB97M-V functional and the def2-TZVPD basis.

Each line ends with the Mulliken charge.
Atoms and positions in Å:
C -0.684 -2.860 -0.761  -1.688
C 0.126 -1.614 -0.834  0.386
C -0.318 -0.334 -0.964  0.806
C -1.716 0.188 -1.096  0.141
O -2.198 0.468 -2.176  -0.672
N -2.392 0.316 0.071  0.304
C -3.765 0.766 0.017  -1.021
C -4.755 -0.410 0.058  -0.379
O -6.088 0.022 0.011  -0.541
C -1.842 -0.083 1.355  -1.050
C -0.516 0.575 1.656  0.514
C 0.550 -0.170 2.141  -0.264
C 1.769 0.432 2.395  -0.732
C 1.934 1.787 2.166  -0.501
C 0.872 2.539 1.692  -0.686
C -0.348 1.937 1.444  -0.187
O 0.701 0.565 -1.027  -0.419
C 1.838 -0.143 -0.894  -0.032
C 3.149 0.311 -0.842  0.041
F 3.432 1.624 -0.936  -0.334
C 4.166 -0.605 -0.679  -0.593
C 3.883 -1.967 -0.569  -0.696
C 2.591 -2.439 -0.614  -0.558
C 1.556 -1.519 -0.775  0.998
H -1.740 -2.637 -0.890  0.321
H -0.536 -3.357 0.198  0.317
H -0.375 -3.551 -1.545  0.482
H -3.965 1.445 0.851  0.289
H -3.891 1.309 -0.925  0.596
H -4.529 -1.094 -0.773  0.282
H -4.656 -0.959 0.999  0.292
H -6.238 0.479 -0.825  0.333
H -2.568 0.211 2.119  0.560
H -1.731 -1.173 1.401  0.346
H 0.430 -1.231 2.309  0.392
H 2.595 -0.162 2.758  0.435
H 2.890 2.255 2.347  0.419
H 0.997 3.595 1.508  0.398
H -1.171 2.523 1.061  0.331
H 5.183 -0.250 -0.636  0.477
H 4.703 -2.657 -0.442  0.400
H 2.377 -3.492 -0.525  0.492

Values from the calculation:
Energy above the lowest of the compared OMol25 structures with the same formula, charge and spin (eV): 0.473
LUMO (Ha): 0.0249
HOMO level (eV): -8.50